{
  "formula": "C5H8N2",
  "method": "ωB97M-V with the def2-TZVPD basis set",
  "total_energy_ha": -304.77279,
  "e_above_lowest_ev": 1.706,
  "e_lumo_ev": 0.91,
  "gap_ev": 10.7,
  "smiles": "C[C@H]1[C@@H](C#N)N1C",
  "elements": ["N", "N", "C", "C", "C", "C", "C", "H", "H", "H", "H", "H", "H", "H", "H"],
  "xyz": [[-0.01, 0.64, 0.28], [0.58, -1.84, 2.54], [0.04, -1.36, 1.64], [-0.63, -0.63, 0.58], [1.31, -0.88, -1.19], [-0.03, -0.33, -0.77], [-0.79, 1.85, 0.40], [-1.83, 1.77, 0.04], [-1.72, -0.70, 0.60], [-0.81, 2.10, 1.47], [1.76, -0.24, -1.96], [1.98, -0.91, -0.33], [-0.29, 2.67, -0.13], [-0.78, -0.25, -1.56], [1.22, -1.90, -1.60]]
}

{
  "formula": "C3H8N3",
  "method": "ωB97M-V with the def2-TZVPD basis set",
  "charge": 1,
  "total_energy_ha": -282.92187,
  "e_above_lowest_ev": 6.582,
  "e_lumo_ev": [-4.86, -4.86],
  "gap_ev": [7.5, 7.5],
  "elements": ["N", "N", "N", "C", "C", "C", "H", "H", "H", "H", "H", "H", "H", "H"],
  "xyz": [[-0.98, -0.52, -0.67], [1.10, -0.29, 0.48], [1.35, 0.89, -0.23], [0.67, 1.05, 1.04], [0.13, -1.19, -0.13], [-1.87, 0.04, 0.07], [1.25, 1.62, 1.78], [-2.69, 0.66, -0.28], [0.85, 1.26, -1.03], [-0.94, -0.53, -1.65], [0.71, -1.80, -0.79], [2.33, 1.01, -0.30], [-0.12, -1.92, 0.67], [-1.79, -0.28, 1.03]]
}

{
  "formula": "C29H27ClFNO2OsP",
  "method": "ωB97M-V with the def2-TZVPD basis set",
  "charge": 3,
  "total_energy_ha": -2317.60472,
  "e_above_lowest_ev": 0.403,
  "e_lumo_ev": [-11.07, -11.56],
  "gap_ev": [5.8, 5.3],
  "elements": ["Os", "Cl", "P", "F", "O", "O", "N", "C", "C", "C", "C", "C", "C", "C", "C", "C", "C", "C", "C", "C", "C", "C", "C", "C", "C", "C", "C", "C", "C", "C", "C", "C", "C", "C", "C", "C", "H", "H", "H", "H", "H", "H", "H", "H", "H", "H", "H", "H", "H", "H", "H", "H", "H", "H", "H", "H", "H", "H", "H", "H", "H", "H", "H"],
  "xyz": [[0.03, -0.03, 0.80], [2.10, 0.78, 1.44], [0.81, 0.37, -1.38], [0.48, -5.97, 0.95], [-0.80, 0.09, 2.93], [-1.45, 1.39, 1.32], [-2.28, 1.21, 4.88], [3.07, 3.76, -1.82], [1.89, 1.79, -1.10], [-1.51, 1.05, 2.55], [-2.27, 1.28, -4.58], [-3.93, 1.61, 3.15], [0.35, -1.92, 0.95], [1.36, -2.60, 1.69], [-2.54, 1.57, -3.25], [2.09, -3.22, -2.80], [3.28, -0.81, -2.00], [3.47, -3.07, -2.85], [2.50, 1.96, 0.14], [-0.64, -2.68, 0.27], [-4.37, 0.45, 4.04], [-3.65, 0.73, 5.35], [3.67, 3.88, -0.57], [-1.05, 0.70, -4.95], [-1.61, 1.28, -2.28], [-0.63, -4.05, 0.27], [4.06, -1.87, -2.45], [3.38, 2.97, 0.45], [1.42, -3.97, 1.66], [-2.43, 1.79, 3.49], [1.90, -0.95, -1.95], [-0.11, 0.41, -3.99], [1.31, -2.17, -2.35], [0.42, -4.67, 0.96], [2.19, 2.73, -2.09], [-0.39, 0.70, -2.65], [-4.11, 1.56, 5.89], [-4.47, 2.52, 3.40], [-1.37, -4.65, -0.24], [1.72, 2.65, -3.06], [-4.06, -0.52, 3.64], [-4.07, 1.42, 2.09], [-3.49, 2.02, -2.98], [-1.44, -2.16, -0.28], [0.84, -0.03, -4.27], [2.10, -2.05, 2.26], [1.63, -4.15, -3.12], [-1.81, 1.52, -1.24], [-2.14, 2.84, 3.50], [-0.85, 0.49, -5.99], [3.83, 3.06, 1.43], [3.29, 4.49, -2.59], [5.14, -1.76, -2.50], [2.19, -4.53, 2.18], [-3.00, 1.50, -5.34], [4.35, 4.69, -0.36], [-1.88, 1.88, 5.54], [-3.52, -0.11, 6.02], [4.09, -3.88, -3.20], [3.76, 0.12, -1.71], [0.23, -2.28, -2.32], [-1.63, 0.42, 4.82], [-5.45, 0.42, 4.18]]
}

{
  "formula": "C27H27BrMoN4O3S",
  "method": "ωB97M-V with the def2-TZVPD basis set",
  "charge": 2,
  "total_energy_ha": -4529.71696,
  "e_above_lowest_ev": 1.947,
  "e_lumo_ev": -7.84,
  "gap_ev": 6.3,
  "elements": ["Mo", "Br", "S", "O", "O", "O", "N", "N", "N", "N", "C", "C", "C", "C", "C", "C", "C", "C", "C", "C", "C", "C", "C", "C", "C", "C", "C", "C", "C", "C", "C", "C", "C", "C", "C", "C", "C", "H", "H", "H", "H", "H", "H", "H", "H", "H", "H", "H", "H", "H", "H", "H", "H", "H", "H", "H", "H", "H", "H", "H", "H", "H", "H", "H"],
  "xyz": [[-0.32, -0.06, -0.01], [2.45, -3.91, -5.87], [-1.62, 1.70, 0.00], [-7.52, 3.27, 2.71], [-0.36, -0.62, -1.73], [-7.93, 4.15, 0.71], [-2.53, -2.10, 0.11], [0.46, 0.13, 2.00], [-1.24, -1.82, 0.69], [1.62, -1.17, -0.05], [-3.28, -3.16, 0.83], [-0.27, -1.47, -3.93], [-3.74, 3.37, -0.12], [4.22, -1.52, 2.67], [-7.15, 3.51, 1.60], [-2.48, -4.46, 0.76], [3.57, -0.93, 3.71], [-5.26, 1.93, 1.73], [2.28, -0.38, 3.52], [1.57, 0.27, 4.56], [-5.02, 3.79, 0.21], [2.14, -2.75, -3.30], [2.10, -1.86, -1.03], [-4.59, -3.29, 0.06], [-3.24, 2.21, 0.47], [-0.17, 0.75, 3.00], [1.58, -2.88, -4.57], [2.35, -1.11, 1.19], [0.35, 0.82, 4.30], [0.29, -1.36, -2.66], [-3.99, 1.49, 1.40], [1.68, -0.45, 2.25], [-3.56, -2.77, 2.28], [0.38, -2.23, -4.88], [3.61, -1.61, 1.40], [-5.78, 3.07, 1.13], [1.49, -1.99, -2.33], [-0.64, -2.60, 0.46], [-2.16, -4.65, -0.27], [2.01, 0.33, 5.54], [-0.22, 1.33, 5.06], [-3.10, -5.29, 1.08], [4.03, -0.87, 4.69], [-1.20, -0.97, -4.16], [-3.14, 3.93, -0.82], [-5.16, -2.37, 0.10], [-7.54, 4.16, -0.17], [-1.61, -4.45, 1.42], [-1.11, 1.22, 2.76], [-5.85, 1.41, 2.47], [-0.04, -2.33, -5.87], [5.21, -1.92, 2.80], [-3.58, 0.60, 1.86], [3.04, -2.39, -0.91], [3.07, -3.25, -3.08], [-5.20, -4.08, 0.50], [-4.09, -1.82, 2.34], [-3.05, -1.22, 0.15], [-4.40, -3.54, -0.98], [-4.20, -3.52, 2.76], [-1.30, -1.80, 1.72], [-5.41, 4.70, -0.24], [-2.66, -2.71, 2.90], [4.18, -2.07, 0.61]]
}

{
  "formula": "C61H54IrN3O3P2SSi",
  "method": "ωB97M-V with the def2-TZVPD basis set",
  "s_squared": 0.76,
  "charge": 1,
  "total_energy_ha": -4221.55745,
  "e_above_lowest_ev": 0.327,
  "e_lumo_ev": [-2.39, -3.40],
  "gap_ev": [8.3, 7.3],
  "spin_multiplicity": 2,
  "elements": ["Ir", "S", "P", "P", "Si", "O", "O", "O", "N", "N", "N", "C", "C", "C", "C", "C", "C", "C", "C", "C", "C", "C", "C", "C", "C", "C", "C", "C", "C", "C", "C", "C", "C", "C", "C", "C", "C", "C", "C", "C", "C", "C", "C", "C", "C", "C", "C", "C", "C", "C", "C", "C", "C", "C", "C", "C", "C", "C", "C", "C", "C", "C", "C", "C", "C", "C", "C", "C", "C", "C", "C", "C", "H", "H", "H", "H", "H", "H", "H", "H", "H", "H", "H", "H", "H", "H", "H", "H", "H", "H", "H", "H", "H", "H", "H", "H", "H", "H", "H", "H", "H", "H", "H", "H", "H", "H", "H", "H", "H", "H", "H", "H", "H", "H", "H", "H", "H", "H", "H", "H", "H", "H", "H", "H", "H", "H"],
  "xyz": [[0.27, 0.38, 0.22], [-2.08, -0.96, -1.83], [-0.23, -1.37, 1.71], [-0.83, 2.04, 1.76], [1.98, 0.84, 1.69], [-0.69, -0.43, -1.90], [-3.04, 0.06, -2.23], [-2.33, -1.58, -0.54], [1.74, -0.03, -0.98], [-0.57, 3.25, -2.74], [0.10, 2.17, -0.97], [1.42, 5.40, 2.49], [0.89, -4.50, -0.65], [-2.66, 2.53, 6.01], [3.79, 2.90, -4.54], [-0.84, 2.25, -1.91], [-4.31, 2.37, -0.24], [2.47, 2.47, -4.53], [3.71, -2.36, -1.18], [4.71, 2.32, -3.68], [4.47, -3.94, -2.82], [-3.83, -3.24, 2.37], [1.03, 3.14, -1.27], [0.26, -1.68, 4.49], [-1.48, 1.81, 5.84], [-3.30, 3.05, 4.91], [4.32, 1.31, -2.82], [-2.56, -2.95, 1.90], [1.04, -5.54, 0.25], [2.24, 0.27, 4.50], [2.57, -0.22, -1.89], [3.75, 0.32, 1.41], [-2.61, -0.88, 3.12], [-2.14, -2.27, -3.01], [2.07, 1.47, -3.66], [0.34, 4.54, 2.37], [-2.18, -1.97, -4.37], [0.60, -1.02, 3.30], [1.85, 2.70, 1.91], [0.56, -3.23, -0.19], [-2.09, -3.59, -2.58], [-2.15, -3.00, -5.29], [3.20, -1.55, -2.18], [0.85, -5.32, 1.61], [-2.18, 2.80, 0.80], [2.93, 3.58, 2.04], [3.32, -1.95, -3.52], [-1.60, 2.14, 3.45], [-1.38, 3.61, -3.90], [-0.95, 1.63, 4.57], [-2.06, -4.61, -3.52], [-1.94, -1.76, 2.28], [0.92, -1.37, 5.66], [-4.50, -2.36, 3.21], [-2.23, 4.11, 0.35], [3.94, -3.15, -3.83], [1.92, -0.40, 5.67], [0.49, -4.06, 2.06], [-3.23, 1.93, 0.50], [-3.88, -1.17, 3.58], [-2.09, -4.33, -4.89], [-3.32, 4.55, -0.39], [4.36, -3.54, -1.50], [0.36, -3.00, 1.16], [-2.78, 2.86, 3.63], [2.99, 0.90, -2.79], [-4.36, 3.68, -0.69], [2.71, 4.92, 2.30], [0.61, 3.84, -2.35], [-2.07, -5.45, -5.89], [1.58, -0.02, 3.30], [0.55, 3.21, 2.02], [-3.06, 2.67, 7.01], [-3.19, 0.89, 0.82], [-2.23, -0.94, -4.69], [4.10, 3.68, -5.22], [0.41, -2.43, -0.90], [-0.95, 1.40, 6.69], [-5.20, 4.03, -1.27], [-1.26, -6.15, -5.68], [-0.54, -2.40, 4.50], [1.04, 1.11, -3.65], [1.30, -6.53, -0.10], [-4.39, -0.47, 4.23], [3.94, 3.21, 1.94], [-4.22, 3.61, 5.03], [-1.72, 1.63, -2.00], [4.02, -3.46, -4.86], [4.22, 0.65, 0.48], [2.94, -1.31, -4.31], [3.84, -0.76, 1.49], [4.33, 0.75, 2.24], [3.62, -2.06, -0.14], [-1.41, 4.80, 0.55], [1.26, 6.44, 2.74], [-3.32, 3.28, 2.79], [1.04, 4.67, -2.87], [5.75, 2.64, -3.70], [4.77, -4.16, -0.71], [0.66, -1.88, 6.58], [-2.02, -5.64, -3.18], [1.90, 3.30, -0.65], [0.31, -3.92, 3.12], [-2.08, -3.81, -1.53], [5.05, 0.83, -2.18], [1.75, 2.90, -5.22], [-5.10, 1.67, -0.49], [-1.93, -5.08, -6.90], [3.00, 1.05, 4.52], [1.03, -4.67, -1.71], [-0.67, 4.91, 2.54], [-2.38, 3.19, -3.77], [-3.00, -6.02, -5.86], [0.96, -6.13, 2.32], [-0.03, 1.09, 4.47], [-3.35, 5.58, -0.74], [-4.31, -4.17, 2.07], [3.55, 5.60, 2.39], [4.97, -4.87, -3.07], [-1.45, 4.69, -3.97], [-2.07, -3.64, 1.23], [-2.14, 0.03, 3.44], [-0.94, 3.21, -4.81], [-5.49, -2.59, 3.56], [-2.18, -2.77, -6.35], [2.44, -0.16, 6.59]]
}

{
  "formula": "C34H33N6O14",
  "method": "ωB97M-V with the def2-TZVPD basis set",
  "charge": -1,
  "total_energy_ha": -2696.18708,
  "e_above_lowest_ev": 1.925,
  "e_lumo_ev": 0.62,
  "gap_ev": 6.5,
  "elements": ["O", "O", "O", "O", "O", "O", "O", "O", "O", "O", "O", "O", "O", "O", "N", "N", "N", "N", "N", "N", "C", "C", "C", "C", "C", "C", "C", "C", "C", "C", "C", "C", "C", "C", "C", "C", "C", "C", "C", "C", "C", "C", "C", "C", "C", "C", "C", "C", "C", "C", "C", "C", "C", "C", "H", "H", "H", "H", "H", "H", "H", "H", "H", "H", "H", "H", "H", "H", "H", "H", "H", "H", "H", "H", "H", "H", "H", "H", "H", "H", "H", "H", "H", "H", "H", "H", "H"],
  "xyz": [[-7.27, -16.79, 26.06], [-12.68, -18.16, 33.30], [-8.83, -15.78, 24.86], [-7.28, -14.57, 22.11], [-12.13, -9.87, 25.48], [-12.74, -8.63, 23.75], [-14.22, -16.74, 33.65], [-6.53, -13.27, 20.49], [-9.14, -16.03, 27.06], [-8.11, -16.92, 33.72], [-13.94, -17.94, 22.35], [-9.78, -22.06, 22.86], [-9.32, -16.29, 32.00], [-8.63, -20.24, 22.47], [-8.27, -16.79, 32.49], [-9.16, -21.14, 23.23], [-12.13, -9.58, 24.30], [-13.35, -17.22, 32.90], [-12.40, -17.50, 23.93], [-7.07, -13.42, 21.60], [-10.62, -11.76, 23.62], [-8.62, -19.88, 25.40], [-13.99, -15.56, 30.97], [-12.39, -15.45, 28.88], [-6.88, -12.44, 23.89], [-8.25, -19.97, 26.96], [-5.01, -18.67, 31.43], [-13.44, -14.93, 29.70], [-11.56, -16.68, 29.46], [-8.16, -9.77, 22.83], [-12.09, -10.62, 21.83], [-7.37, -12.29, 22.50], [-8.01, -9.98, 24.25], [-8.98, -21.07, 24.67], [-6.13, -18.16, 32.32], [-8.44, -16.28, 26.06], [-8.64, -21.00, 27.68], [-11.06, -13.01, 21.50], [-11.90, -11.81, 20.96], [-11.65, -10.65, 23.27], [-12.02, -16.16, 23.26], [-7.79, -10.91, 21.92], [-7.27, -17.04, 30.21], [-12.00, -17.38, 30.73], [-7.45, -11.27, 24.86], [-9.18, -22.39, 25.46], [-5.01, -18.34, 29.97], [-7.24, -17.37, 31.69], [-13.03, -16.64, 31.67], [-10.44, -13.07, 22.72], [-8.90, -22.42, 27.09], [-13.35, -18.20, 23.39], [-6.00, -17.59, 29.39], [-11.81, -17.66, 25.23], [-9.51, -23.39, 25.11], [-11.85, -18.73, 25.66], [-12.42, -17.15, 26.14], [-10.67, -17.57, 25.36], [-13.68, -18.99, 23.85], [-10.43, -11.75, 24.59], [-8.06, -16.53, 29.57], [-14.00, -14.10, 29.31], [-12.45, -15.81, 22.39], [-6.33, -13.30, 24.22], [-10.90, -14.06, 20.95], [-5.98, -17.29, 28.25], [-7.93, -11.15, 20.92], [-7.92, -15.78, 24.38], [-12.64, -9.88, 21.37], [-9.87, -13.86, 22.91], [-11.45, -18.37, 31.18], [-14.85, -15.27, 31.52], [-6.14, -18.41, 33.46], [-8.49, -21.06, 28.67], [-12.21, -15.23, 23.95], [-7.88, -19.04, 27.29], [-8.41, -9.10, 24.78], [-12.28, -15.12, 27.92], [-4.33, -19.34, 31.80], [-8.45, -8.83, 22.34], [-12.55, -12.08, 20.00], [-11.22, -16.24, 22.78], [-10.78, -17.40, 28.79], [-9.21, -23.12, 27.68], [-8.39, -18.99, 24.70], [-7.42, -11.35, 26.00], [-4.15, -18.72, 29.29]]
}